{
  "formula": "C11H13N3S",
  "method": "wB97M-V/def2-TZVPD",
  "symbols": ["S", "N", "N", "N", "C", "C", "C", "C", "C", "C", "C", "C", "C", "C", "C", "H", "H", "H", "H", "H", "H", "H", "H", "H", "H", "H", "H", "H"],
  "coordinates": [[1.562, 0.490, 0.535], [-1.758, 0.435, -0.482], [-0.520, 0.891, -0.371], [-2.329, 0.955, -1.464], [-0.351, -2.335, 0.879], [-0.243, 1.740, -1.409], [0.497, -1.829, 2.052], [-0.395, -1.285, 3.087], [1.290, -0.697, 1.508], [0.824, 2.968, -3.070], [-1.467, 2.499, -3.325], [1.421, -2.922, 2.600], [-0.320, 3.231, -3.748], [0.930, 2.292, -1.831], [-1.437, 1.796, -2.126], [-0.352, -2.089, 3.765], [2.457, -2.957, 2.266], [-1.086, -1.577, 0.524], [1.725, 3.455, -3.471], [1.496, -2.760, 3.717], [-0.262, 3.861, -4.655], [0.879, -3.884, 2.443], [0.020, -0.463, 3.607], [-0.881, -3.297, 1.307], [-2.389, 2.545, -3.883], [1.796, 2.412, -1.205], [-1.352, -0.833, 2.745], [0.244, -2.640, 0.003]],
  "forces_ev_per_a": [[-2.2140, -3.4442, 2.8959], [0.7704, -0.4768, 1.4442], [2.6003, 0.7312, 0.5254], [-1.8005, 1.0304, -2.5722], [-1.2421, -1.6698, -0.0621], [-1.3981, -1.4868, 1.0837], [1.7930, 0.8243, -2.6843], [-1.3052, 1.3649, 0.4425], [1.2846, 2.2610, -2.4336], [3.0913, 0.9419, 1.6604], [-0.3089, 1.3375, -0.5029], [-0.5165, -0.4602, 1.8878], [-2.2606, -1.6740, -0.5509], [0.0278, 1.6557, -1.7953], [0.4417, -0.2284, -0.4626], [-1.5275, -0.7702, 1.3445], [-0.2943, 0.0203, -0.5507], [0.4344, -0.6315, 0.4376], [-0.2092, -0.2430, 0.3911], [0.0420, -0.3168, -1.0766], [-0.4189, -0.6223, 0.6061], [0.7515, 0.4892, 0.1526], [0.9700, 0.8783, 0.7415], [0.6992, 1.8882, -1.0340], [-0.1574, 0.0801, -0.1325], [0.4170, -0.2708, -0.2499], [0.3814, -1.1840, 0.0771], [-0.0514, -0.0241, 0.4173]],
  "mulliken_charge": [-0.03, -0.37, -0.09, -0.77, -1.53, 1.56, 2.49, -1.80, -0.53, -0.38, -0.37, -1.53, -0.67, -1.00, 0.11, 0.47, 0.34, 0.46, 0.29, 0.38, 0.34, 0.35, 0.46, 0.37, 0.39, 0.33, 0.38, 0.37],
  "total_charge": 0,
  "relative_energy_kcal_mol": 132.82,
  "e_homo_ha": [-0.2883, -0.2883],
  "spin_multiplicity": 1,
  "e_lumo_ha": [-0.0432, -0.0431]
}

---

{
  "formula": "C18H12Br4N2O4W",
  "method": "wB97M-V/def2-TZVPD",
  "symbols": ["W", "Br", "Br", "Br", "Br", "O", "O", "O", "O", "N", "N", "C", "C", "C", "C", "C", "C", "C", "C", "C", "C", "C", "C", "C", "C", "C", "C", "C", "C", "H", "H", "H", "H", "H", "H", "H", "H", "H", "H", "H", "H"],
  "coordinates": [[-0.122, 1.003, -0.553], [0.652, 3.936, -6.772], [-1.271, 1.572, -5.434], [3.164, 4.630, -1.680], [2.845, 5.506, -4.883], [-3.057, -4.008, 2.298], [2.845, -3.324, 2.292], [-0.587, 1.297, -2.373], [1.160, 2.335, -1.034], [-1.827, 0.234, 0.176], [0.589, 0.913, 1.286], [-3.959, -3.152, 1.653], [-3.208, -1.980, 1.116], [1.771, 4.155, -4.164], [-1.173, -0.745, 0.887], [1.751, 1.276, 1.872], [-1.837, -1.872, 1.329], [1.120, 2.814, -2.296], [1.923, 3.812, -2.814], [-3.866, -0.954, 0.423], [0.000, 2.497, -4.423], [1.188, -1.404, 1.568], [0.135, 2.189, -3.083], [-3.155, 0.122, -0.035], [0.254, -0.436, 1.203], [0.827, 3.492, -4.966], [2.407, -1.019, 2.114], [2.659, 0.348, 2.311], [3.409, -2.057, 2.502], [4.311, -1.906, 1.893], [-3.619, 0.923, -0.594], [1.934, 2.340, 1.940], [0.965, -2.459, 1.482], [-3.521, -4.775, 2.650], [-1.329, -2.643, 1.892], [-4.477, -3.646, 0.820], [3.698, -1.897, 3.548], [-4.931, -1.008, 0.236], [-4.736, -2.776, 2.331], [3.484, -4.010, 2.514], [3.583, 0.675, 2.769]],
  "forces_ev_per_a": [[0.6223, 1.4760, -3.2441], [-0.0115, -0.0233, 0.0329], [-0.0152, -0.0103, 0.0789], [-0.0092, -0.0181, 0.0130], [-0.0391, -0.0610, 0.0363], [0.0617, 0.0277, -0.0041], [-0.0374, 0.0168, -0.0094], [-0.5318, -0.4612, 0.2370], [-0.0815, -0.3932, 0.8937], [-0.5197, -0.8171, 0.8099], [0.4989, -0.5767, 1.3651], [-0.2017, -0.1408, 0.0267], [0.0931, 0.1882, -0.1160], [-0.0434, -0.0330, -0.0720], [-0.5275, 0.0813, 0.2045], [-0.0515, 0.2520, 0.0222], [0.2073, -0.1211, -0.0325], [-0.5744, 0.2208, -1.1625], [0.0678, -0.0861, 0.2781], [0.1020, -0.1712, 0.1192], [-0.2401, -0.1075, -0.0076], [-0.2480, -0.0459, -0.0865], [1.0490, 0.7580, -0.1007], [-0.1027, 0.2689, -0.2404], [0.3974, -0.2636, 0.9560], [0.0616, 0.0368, 0.0630], [-0.0733, 0.1734, 0.0000], [-0.0147, -0.3567, 0.0208], [0.2138, -0.0764, 0.0503], [-0.0195, 0.0475, 0.0083], [0.0232, 0.0050, -0.0121], [-0.0043, 0.0144, -0.1050], [-0.0191, 0.0203, -0.0227], [-0.0182, -0.0251, 0.0118], [0.0010, 0.0357, 0.0086], [0.0291, 0.0404, -0.0196], [-0.0396, 0.0268, -0.0030], [-0.0067, 0.0431, 0.0035], [0.0230, 0.0118, -0.0062], [-0.0016, -0.0139, 0.0005], [-0.0192, 0.0573, 0.0040]],
  "mulliken_charge": [1.68, -0.07, -0.07, -0.07, -0.07, -0.50, -0.50, -0.81, -0.64, -0.30, -0.16, -0.61, 0.31, 0.32, 0.53, -0.47, -0.56, 0.83, -0.55, -0.69, -0.35, -0.57, 0.64, -0.35, 0.28, 0.20, 0.36, -0.58, -0.64, 0.38, 0.51, 0.49, 0.60, 0.33, 0.58, 0.40, 0.40, 0.49, 0.39, 0.33, 0.51],
  "total_charge": 2,
  "e_homo_ha": [-0.5037, -0.5048],
  "spin_multiplicity": 3,
  "e_lumo_ha": [-0.3137, -0.3410]
}

---

{
  "formula": "C14H15NO3Pt",
  "method": "wB97M-V/def2-TZVPD",
  "symbols": ["Pt", "O", "O", "O", "N", "C", "C", "C", "C", "C", "C", "C", "C", "C", "C", "C", "C", "C", "C", "H", "H", "H", "H", "H", "H", "H", "H", "H", "H", "H", "H", "H", "H", "H"],
  "coordinates": [[-0.115, -0.353, -1.853], [0.291, 2.384, 1.960], [0.238, 0.542, 0.280], [0.115, -1.594, 0.939], [-1.691, -1.336, -1.337], [0.302, -0.841, 3.616], [-0.410, -2.634, -1.766], [0.298, 0.419, -3.998], [0.351, 1.897, 4.249], [0.206, -0.390, 1.153], [0.301, 1.473, 2.931], [0.273, 0.085, 2.596], [0.371, 0.938, 5.265], [-1.096, 0.625, -3.737], [0.718, -2.109, -2.631], [1.058, 1.182, -3.040], [0.351, -0.432, 4.961], [-1.215, 1.511, -2.616], [0.111, 1.850, -2.169], [1.751, -2.205, -2.250], [-1.091, -3.227, -2.351], [-2.585, -1.330, -0.758], [2.144, 1.318, -3.011], [0.373, 2.599, -1.427], [-2.129, 1.943, -2.215], [0.368, -1.203, 5.741], [-1.922, 0.208, -4.316], [0.403, 1.277, 6.310], [0.368, 2.965, 4.447], [0.256, 1.852, 1.093], [-0.033, -3.072, -0.858], [0.622, -2.264, -3.718], [0.289, -1.895, 3.315], [0.731, -0.184, -4.803]],
  "forces_ev_per_a": [[0.6340, 0.8868, 1.5096], [-0.0928, 0.2987, -0.9371], [0.1121, -0.1631, -0.7869], [0.0160, -0.1061, -0.5592], [-1.7323, -0.7486, 1.8348], [0.0248, -0.2338, 0.7363], [1.9443, -0.7633, -1.5174], [0.4758, 1.2029, -0.7746], [-0.0291, -0.5363, 0.4870], [0.0586, -0.1386, 1.9831], [0.0490, -0.9255, -0.5122], [0.0103, 0.8422, -0.0896], [-0.0017, -0.0759, 0.0227], [-0.1016, 0.8119, -0.4081], [-0.1529, -2.0543, 0.4590], [-0.2348, 0.3642, -0.2917], [-0.0239, -0.1949, -0.3323], [0.2197, 0.9186, -0.9034], [0.1220, 0.4691, -1.3544], [-0.8018, -0.0363, -0.0842], [-0.4346, -0.0309, -0.0400], [1.0013, -0.7068, -0.8726], [-0.6264, -0.2047, -0.0019], [-0.1486, -0.4817, 0.0098], [0.2136, -0.3528, -0.0228], [0.0069, 0.4980, -0.2354], [0.3539, 0.1068, 0.3263], [-0.0058, -0.2524, -0.4904], [0.0055, -0.1763, 0.0465], [0.0834, 0.5100, 0.7637], [-0.5472, 0.3670, 0.5040], [-0.0790, 0.2027, 0.7067], [-0.0093, 0.4144, 0.3365], [-0.3094, 0.2889, 0.4882]],
  "mulliken_charge": [1.12, -0.68, -0.86, -0.67, -0.42, -0.25, -0.47, -0.48, -0.76, 0.85, 0.42, 0.00, -0.19, -0.54, -0.75, -0.57, -0.73, -0.64, -0.11, 0.34, 0.38, 0.20, 0.40, 0.42, 0.41, 0.36, 0.38, 0.34, 0.41, 0.48, 0.30, 0.40, 0.39, 0.55],
  "total_charge": 0,
  "relative_energy_kcal_mol": 0.00,
  "e_homo_ha": [-0.2382, -0.2833],
  "spin_multiplicity": 5,
  "e_lumo_ha": [0.0092, -0.0578]
}

---

{
  "formula": "CH11O4S",
  "method": "wB97M-V/def2-TZVPD",
  "symbols": ["S", "O", "O", "O", "O", "C", "H", "H", "H", "H", "H", "H", "H", "H", "H", "H", "H"],
  "coordinates": [[1.457, 0.718, -1.452], [4.250, 1.819, -2.981], [-4.874, 0.430, 2.824], [-1.090, -0.743, -0.478], [-2.211, -0.431, 2.052], [2.169, -0.568, -0.408], [3.258, -0.485, -0.307], [-4.018, -0.029, 2.830], [-1.957, -0.772, 1.158], [1.962, -1.593, -0.715], [-1.536, 0.239, 2.197], [-0.333, -0.196, -0.835], [3.925, 2.058, -2.103], [1.846, -0.556, 0.647], [-5.141, 0.315, 1.901], [-1.482, -1.196, -1.229], [3.776, 0.987, -3.101]],
  "forces_ev_per_a": [[-0.1139, 0.0155, -0.0738], [0.3189, -0.1152, 0.1129], [-0.1463, -0.2824, -0.2919], [-0.4249, -0.3023, 0.1881], [0.1706, -0.3530, -0.3961], [0.6172, -0.4303, 1.0901], [0.0183, 0.0381, -0.3265], [0.1600, 0.1869, -0.0734], [-0.0489, 0.3646, 0.3913], [-0.0779, -0.0459, -0.3902], [-0.0642, 0.0491, 0.0403], [0.0895, 0.1125, -0.1483], [-0.1987, 0.0942, -0.0669], [-0.2902, 0.3089, -0.2304], [0.0256, 0.1585, 0.2987], [0.2002, 0.1323, -0.0513], [-0.2354, 0.0687, -0.0725]],
  "mulliken_charge": [-0.71, -0.63, -0.66, -0.64, -0.67, -0.88, 0.27, 0.38, 0.41, 0.28, 0.28, 0.16, 0.31, 0.26, 0.30, 0.26, 0.31],
  "total_charge": -1,
  "relative_energy_kcal_mol": 6.47,
  "e_homo_ha": -0.1258,
  "spin_multiplicity": 1,
  "e_lumo_ha": 0.1239
}

---

{
  "formula": "C5H6BrNOP",
  "method": "wB97M-V/def2-TZVPD",
  "symbols": ["Br", "P", "O", "N", "C", "C", "C", "C", "C", "H", "H", "H", "H", "H", "H"],
  "coordinates": [[3.530, 0.494, -2.140], [2.403, 1.216, -0.286], [3.224, 0.398, 1.058], [-1.621, 0.197, 1.405], [-1.619, -0.860, -1.207], [-0.198, 0.751, 1.222], [0.616, 0.516, -0.219], [-2.311, -0.582, 0.270], [-0.083, -0.302, -1.489], [0.302, 1.315, 2.140], [2.901, -0.566, 0.945], [-3.391, -1.000, 0.510], [-2.112, 0.354, 2.333], [-2.163, -1.467, -2.061], [0.522, -0.463, -2.480]],
  "forces_ev_per_a": [[-1.0767, -0.2510, 0.8694], [1.2134, 0.1667, 1.9526], [-2.9820, -1.2478, -3.0376], [2.7259, -0.5847, -4.3663], [2.5024, 2.2391, 2.9513], [-1.2056, -1.9586, -3.0879], [-3.9273, -2.6402, 0.4673], [2.6663, 0.6681, -1.2767], [-2.6603, 0.7526, 4.8810], [-1.3137, -1.3710, -2.1926], [1.1148, 1.7932, 0.6631], [2.5807, 1.0823, -0.4717], [0.7590, -0.3492, -1.6892], [0.9838, 1.3876, 2.2351], [-1.3807, 0.3129, 2.1022]],
  "mulliken_charge": [-0.13, 0.37, -0.45, -0.11, -0.40, -0.16, 0.12, -0.12, -0.07, 0.34, 0.36, 0.35, 0.31, 0.33, 0.27],
  "total_charge": 1,
  "relative_energy_kcal_mol": 188.78,
  "smiles": "OP(Br)c1ccc[nH+]c1",
  "e_homo_ha": -0.4710,
  "spin_multiplicity": 1,
  "e_lumo_ha": -0.2135
}

---

{
  "formula": "C4H8O3",
  "method": "wB97M-V/def2-TZVPD",
  "symbols": ["O", "O", "O", "C", "C", "C", "C", "H", "H", "H", "H", "H", "H", "H", "H"],
  "coordinates": [[1.100, -0.253, -2.440], [-1.155, -0.097, -1.895], [-1.473, -0.257, 0.711], [0.544, -0.240, 1.971], [0.376, 0.874, -0.376], [0.265, -0.095, -1.556], [-0.145, -0.126, 0.654], [0.103, -1.037, 2.565], [0.249, -1.107, -0.412], [0.410, 0.703, 2.510], [1.426, 1.095, -0.201], [-1.804, -0.202, -0.225], [-0.254, 1.762, -0.446], [1.613, -0.392, 1.835], [-1.256, -0.630, -2.696]],
  "forces_ev_per_a": [[-0.9439, -0.8671, 1.3360], [1.0687, -0.7455, 0.3157], [-0.8871, 0.0426, -0.2541], [-0.0584, -0.1750, -0.0633], [-0.0914, -0.5820, -0.0815], [-0.2202, 3.5796, -2.1726], [1.0463, -1.2203, -2.1797], [0.0979, -0.0662, 0.0257], [-0.2608, -0.1911, 2.5265], [-0.0701, 0.0219, -0.0705], [-0.0451, 0.1325, -0.0427], [0.1232, 0.0419, 0.7597], [0.1899, 0.1364, -0.1412], [-0.0355, -0.0975, 0.0231], [0.0864, -0.0104, 0.0191]],
  "mulliken_charge": [-0.58, -0.52, -0.49, -1.34, -0.74, 0.59, 0.65, 0.36, 0.06, 0.35, 0.31, 0.42, 0.32, 0.34, 0.29],
  "total_charge": 0,
  "relative_energy_kcal_mol": 74.23,
  "e_homo_ha": -0.3431,
  "spin_multiplicity": 1,
  "e_lumo_ha": 0.0147
}

---

{
  "formula": "C2H3BrS",
  "method": "wB97M-V/def2-TZVPD",
  "symbols": ["Br", "S", "C", "C", "H", "H", "H"],
  "coordinates": [[-2.874, -0.135, 0.043], [-0.445, 1.921, -0.007], [-1.101, 0.372, 0.247], [0.075, 0.276, -0.597], [0.118, -0.064, -1.702], [1.019, 0.257, -0.020], [-0.610, -0.146, 1.738]],
  "forces_ev_per_a": [[-0.3931, -0.2171, -0.5384], [-0.5049, 2.0278, -1.0886], [1.6006, -2.3361, 5.7152], [1.8169, -0.1282, -1.4961], [-0.4113, 0.9161, 1.9856], [-0.5645, -1.3901, -0.8165], [-1.5437, 1.1276, -3.7613]],
  "mulliken_charge": [-0.05, -0.09, -0.19, -0.39, 0.28, 0.23, 0.20],
  "total_charge": 0,
  "relative_energy_kcal_mol": 65.69,
  "e_homo_ha": -0.3291,
  "spin_multiplicity": 1,
  "e_lumo_ha": 0.0082
}

---

{
  "formula": "C3H6N3",
  "method": "wB97M-V/def2-TZVPD",
  "symbols": ["N", "N", "N", "C", "C", "C", "H", "H", "H", "H", "H", "H"],
  "coordinates": [[-0.244, -1.665, 0.634], [1.703, -0.631, 1.170], [-0.264, 0.481, -0.295], [0.989, -1.651, 1.214], [-0.719, -0.677, -0.042], [-0.560, 1.618, -1.024], [-0.304, 2.497, -0.416], [-1.633, 1.719, -1.255], [0.006, 1.635, -1.961], [-1.707, -0.993, -0.426], [1.293, -2.566, 1.709], [1.439, 0.234, 0.692]],
  "forces_ev_per_a": [[-0.3490, -1.9614, 1.3550], [1.2234, 0.7260, 0.6835], [1.2534, -0.7553, 0.8281], [0.4217, -0.4556, -0.2795], [-1.9465, 0.5887, -1.4532], [-0.7222, 1.2949, -0.3875], [0.1024, -0.0797, -0.1991], [0.1100, -0.2675, 0.0302], [0.0622, -0.0371, 0.1285], [-0.0466, 0.6174, -0.4239], [0.0849, 0.0306, 0.1049], [-0.1937, 0.2990, -0.3871]],
  "mulliken_charge": [-0.30, -0.26, -0.26, 0.07, 0.38, -0.71, 0.30, 0.37, 0.33, 0.40, 0.38, 0.30],
  "total_charge": 1,
  "relative_energy_kcal_mol": 121.88,
  "e_homo_ha": [-0.5736, -0.5708],
  "spin_multiplicity": 1,
  "e_lumo_ha": [-0.3258, -0.3210]
}